Density functional theory data (ωB97M-V/def2-TZVPD) for C31H49AuClFP as an isolated structure.

Cartesian coordinates (Å):
Au (1.3750, 1.3406, 1.9713)
P (0.8396, 0.9735, -0.5170)
Cl (2.3193, 3.2606, 1.0491)
C (-3.2558, -0.4440, 1.2196)
H (-2.2326, -0.4309, 1.6217)
H (-3.5464, 0.3563, 0.6284)
C (2.4685, 1.2694, -1.4106)
C (-0.3309, 2.4320, -0.7638)
C (2.5649, 1.1643, -2.9304)
H (2.6625, 2.3194, -1.1377)
C (3.9323, 1.7024, -3.3790)
H (2.4723, 0.1141, -3.2460)
H (1.7672, 1.7349, -3.4289)
C (5.1042, 0.9953, -2.6848)
H (4.0252, 1.5997, -4.4667)
H (3.9775, 2.7761, -3.1490)
C (4.9477, 0.9132, -1.1622)
H (5.1950, -0.0219, -3.0883)
H (6.0380, 1.5145, -2.9280)
C (3.5571, 0.4091, -0.7503)
H (5.7153, 0.2545, -0.7395)
H (5.0970, 1.9096, -0.7233)
H (3.4370, -0.6408, -1.0573)
H (3.4561, 0.4449, 0.3432)
C (-0.0075, -0.4555, -1.4293)
C (-1.7967, 2.0195, -0.6180)
H (-0.0672, 3.0497, 0.1101)
C (-2.6995, 3.2522, -0.5257)
H (-2.1126, 1.4182, -1.4822)
H (-1.9386, 1.3842, 0.2637)
C (-2.4787, 4.2190, -1.6949)
H (-3.7497, 2.9352, -0.4945)
H (-2.4893, 3.7680, 0.4218)
C (-0.9997, 4.5435, -1.9455)
H (-2.9095, 3.7834, -2.6065)
H (-3.0276, 5.1485, -1.5042)
C (-0.0979, 3.2995, -2.0022)
H (-0.8945, 5.1085, -2.8785)
H (-0.6360, 5.1884, -1.1335)
H (-0.3129, 2.7277, -2.9186)
H (0.9551, 3.6142, -2.0581)
C (0.8645, -1.7148, -1.4524)
H (-0.9021, -0.6604, -0.8104)
C (0.1203, -2.9021, -2.0844)
H (1.7661, -1.5152, -2.0532)
H (1.2007, -1.9811, -0.4420)
C (-0.4311, -2.5726, -3.4785)
H (0.8071, -3.7554, -2.1556)
H (-0.6908, -3.2058, -1.4124)
C (-1.2330, -1.2705, -3.5003)
H (0.4113, -2.4894, -4.1781)
H (-1.0544, -3.3986, -3.8379)
C (-0.4662, -0.1117, -2.8553)
H (-1.4836, -1.0005, -4.5347)
H (-2.1825, -1.4113, -2.9654)
H (0.4169, 0.1115, -3.4675)
H (-1.0865, 0.7919, -2.8830)
C (0.0983, -3.4433, 1.1867)
C (-3.9966, -1.5188, 1.2417)
H (-0.4728, -2.6301, 0.6600)
C (-4.0836, -2.4494, 2.4483)
H (-3.8452, -2.1827, 0.3569)
C (-3.0151, -2.4807, 3.6015)
H (-4.9988, -2.0749, 2.9051)
H (-4.1732, -3.5012, 2.1656)
C (-1.8590, -3.5216, 3.5453)
H (-2.5688, -1.5042, 3.7735)
H (-3.5911, -2.6220, 4.5431)
C (-0.6717, -3.2313, 2.4187)
H (-1.4300, -3.5979, 4.6118)
H (-2.3344, -4.5088, 3.4754)
H (-0.1300, -2.4023, 2.9739)
H (-0.2615, -4.3575, 2.3074)
F (-0.2557, -2.1217, 6.7493)
C (0.1577, -1.3127, 5.7112)
C (1.3721, -1.5999, 5.1073)
C (1.7285, -0.8542, 3.9706)
C (0.8733, 0.1569, 3.5405)
C (-0.3267, 0.4497, 4.1719)
C (-0.6977, -0.2964, 5.3010)
H (2.0191, -2.3817, 5.4907)
H (2.6615, -1.0433, 3.4440)
H (-0.9577, 1.2574, 3.8093)
H (-1.6208, -0.0927, 5.8265)

Force components x, y, z for each atom (eV/Å):
-0.1537 -0.8049 0.4827
-0.3475 -0.6984 -0.4158
0.7113 1.5435 -0.1899
1.9129 1.0559 0.7698
-0.8414 0.8707 1.6865
0.2889 0.9705 -2.2078
-0.6533 0.2342 0.0606
0.6549 -0.1783 -0.1376
0.2235 0.0812 -0.1172
0.0476 -0.3261 -0.0281
-0.0155 0.0123 0.0501
0.0249 0.1971 -0.0054
0.2284 -0.1644 0.1418
-0.0245 -0.1013 -0.0244
0.0748 0.0582 0.0691
-0.0394 -0.1070 -0.0267
-0.2080 0.0847 0.0277
-0.0414 0.0347 0.0100
-0.0368 -0.0849 -0.0368
0.1767 0.1135 -0.0044
-0.0068 0.1056 -0.0650
-0.0614 -0.1324 -0.0361
0.0379 0.1600 0.0708
0.0106 0.0037 -0.2548
0.0440 0.7214 -0.1285
-0.0341 -0.0319 -0.1295
-0.0987 -0.1076 -0.2337
0.1579 0.0330 0.1241
-0.0217 0.1151 0.2011
0.2646 0.3060 -0.1732
0.0091 -0.0869 -0.1040
0.0770 0.1041 0.0197
-0.0188 -0.0336 -0.1205
0.1438 -0.0006 0.1446
0.0371 -0.0310 0.0511
0.0219 -0.0759 -0.0830
-0.2660 0.0959 -0.0925
-0.0581 0.0507 0.0993
-0.0208 -0.0754 -0.0909
0.0158 0.1338 0.1512
-0.2689 -0.0881 0.0666
0.1122 -0.0652 -0.2077
0.1465 -0.0055 -0.1359
0.1053 0.1435 -0.0207
-0.2015 -0.0290 0.1261
-0.0083 0.1434 -0.3022
0.0770 0.0052 0.1141
-0.1575 0.0544 0.0699
0.0085 0.0109 -0.1470
0.0017 0.0779 -0.0026
-0.0440 0.0553 0.0320
0.0626 0.0194 -0.0014
-0.0085 -0.1879 -0.2305
-0.0550 -0.1002 0.1084
0.0671 -0.0228 -0.0199
-0.2329 -0.1275 0.1054
0.1890 -0.2960 0.0287
-2.9721 1.3726 -0.4087
1.0334 -4.5206 0.4901
1.1050 -0.4790 -1.4211
1.6259 -0.1836 0.7397
-2.5804 1.1676 -0.7064
-0.0703 0.6166 0.2341
-0.3045 -0.4663 0.1350
-0.5676 0.1261 -0.2749
-0.6682 -0.2341 -0.1218
0.0984 0.2853 -0.2823
0.4344 -0.3685 -0.4369
0.3075 -0.6893 4.1867
0.1025 0.5987 -1.8458
0.2021 -0.0501 -0.6963
0.0635 -0.8817 -0.3468
0.5166 0.5041 0.9677
0.1398 0.2189 -0.0154
-0.2499 -0.1262 0.1177
0.0280 0.2224 -0.4707
-0.6980 -0.2703 1.1637
0.5471 0.8955 -1.4378
-0.0797 -0.9359 1.2472
0.3310 -0.0209 -0.4034
-0.1918 -0.0502 0.0693
-0.1707 -0.0348 0.1921
0.0547 -0.1567 0.1500
-0.0457 -0.1726 0.1374

Total charge: -1
Kohn-Sham gap (spin up / spin down) in eV: 5.8076 / 5.2963
Multiplicity: 3
DFT total energy in eV: -61155.2116
E_HOMO (spin up / spin down) in eV: -3.36 / -3.36
⟨S²⟩: 2.01
Strongest force on any atom in eV Å⁻¹: 4.663
LUMO level (spin up / spin down) in eV: 2.5 / 1.9